Computed, not measured: a structure of composition C14H16ClNPb in a non-equilibrium geometry, with ωB97M-V/def2-TZVPD.

## Properties
strongest force on any atom: 4.5 eV/A
lowest unoccupied orbital energy: 0.1982 Eh
HOMO level: 0.75 eV
calculated total energy: -34031.867 eV
Kohn-Sham gap: 4.64 eV
net charge: -2
relative energy (zero: lowest compared OMol25 entry of this formula, charge and spin): 0.0000 eV

Each line ends with the Löwdin charge.
Positions of all 33 atoms, in Å:
C -0.469 1.282 -2.240  -0.257
C 0.930 1.538 -2.111  -0.272
C 1.112 2.431 -1.010  -0.275
C -0.171 2.718 -0.458  -0.240
C -1.147 2.019 -1.228  -0.234
Pb 0.585 -0.557 0.317  1.232
N -1.377 -1.240 -0.445  -0.239
C -0.270 -2.562 -0.673  -0.515
C 1.186 -2.349 -0.873  -0.457
H 2.063 2.854 -0.678  0.054
H 1.713 1.157 -2.771  0.054
H -0.376 3.387 0.381  0.060
H -2.228 2.058 -1.084  0.061
H -0.937 0.654 -3.000  0.060
H 1.480 -2.127 -1.894  0.006
H -0.466 -3.324 0.105  0.062
H -1.986 -1.641 0.291  -0.055
H 1.820 -3.021 -0.299  -0.002
H -0.668 -2.949 -1.622  0.048
Cl 0.368 2.704 4.113  0.632
C 0.790 1.074 4.375  -0.684
C 1.804 0.757 5.265  -0.177
C 2.254 -0.570 5.387  -0.195
C 1.655 -1.581 4.628  -0.170
C 0.585 -1.298 3.794  -0.133
C 0.105 0.047 3.628  -0.445
C -0.898 0.326 2.695  -0.212
H 2.259 1.548 5.855  0.077
H 3.071 -0.803 6.069  0.056
H 2.030 -2.605 4.693  0.079
H 0.099 -2.097 3.223  0.088
H -1.524 -0.491 2.330  0.000
H -1.227 1.341 2.499  -0.005